1.
The following is a DFT calculation (ωB97M-V/def2-TZVPD) of 2 unconnected molecules or ions with the total composition C2H6OS5.

Values from the calculation:
relative energy (zero: lowest compared OMol25 entry of this formula, charge and spin): 29.7 kJ/mol
E_tot: -2145.8881 Eh
orbital gap: 7.846 eV
HOMO level: -0.3153 hartree

Cartesian coordinates (Å):
C: 2.163 -0.516 0.211
C: -1.951 0.460 0.366
O: -0.478 0.078 -1.895
S: 2.319 -1.050 -1.340
S: 3.452 0.048 1.115
S: -1.362 -0.800 1.672
S: -3.361 -0.110 -0.558
S: -0.553 1.057 -0.620
H: 1.236 -0.744 0.888
H: -2.372 1.274 0.968
H: 0.263 -0.685 -1.683
H: 4.376 0.050 0.031
H: -0.650 0.022 2.360
H: -3.082 0.915 -1.516

Atomic partial charges in e from the Löwdin method, atoms 1 to 8: atom 1 (C): -1.183, atom 2 (C): -1.311, atom 3 (O): -0.575, atom 4 (S): 0.635, atom 5 (S): 0.738, atom 6 (S): 0.630, atom 7 (S): 0.644, atom 8 (S): 0.739

***

2.
The following is a DFT calculation (ωB97M-V/def2-TZVPD) of a gas-phase ion, C5H6N (charge +1).

Values from the calculation:
total charge: +1
relative energy (zero: lowest compared OMol25 entry of this formula, charge and spin): 516.8 kJ/mol
E_tot: -248.4188 Eh
orbital gap (spin up / spin down): 7.130 / 7.771 eV
HOMO level (spin up / spin down): -0.5264 / -0.5447 hartree

Cartesian coordinates (Å):
C: 0.241 -0.489 1.367
C: -0.792 -1.059 0.641
C: -1.497 -1.671 -0.268
C: 1.353 0.913 -0.218
C: 0.416 1.772 -0.764
N: 1.159 0.157 0.823
H: 0.202 -0.656 2.443
H: -2.506 -1.650 -0.507
H: -1.114 -2.539 -0.885
H: 2.506 0.955 -0.593
H: -0.681 1.716 -0.585
H: 0.713 2.552 -1.455

Atomic partial charges in e from the Löwdin method, atoms 1 to 8: atom 1 (C): -0.118, atom 2 (C): 0.099, atom 3 (C): 0.116, atom 4 (C): -0.149, atom 5 (C): 0.178, atom 6 (N): 0.134, atom 7 (H): 0.150, atom 8 (H): 0.070